(1)
ORCA calculation (ωB97M-V/def2-TZVPD) on a molecular structure, C19H33FO12Si in a non-equilibrium geometry.

The geometry in XYZ format:
```
66
Properties=species:S:1:pos:R:3:forces:R:3
C 0.1459 -2.0108 2.9980 0.77 -0.43 0.27
C 0.7462 -1.4428 4.3013 -1.48 0.32 -0.30
F 1.9401 -0.7877 3.9258 -0.21 -0.19 0.20
C -0.2879 -0.4852 4.9865 0.55 -0.11 -0.52
Si 0.5270 1.2397 5.2269 -0.43 -1.33 -0.50
H 0.6700 -2.9567 2.7750 -0.44 0.26 -0.18
H 0.3453 -1.3170 2.1655 -0.11 -0.09 0.39
H -0.9392 -2.1549 3.0817 0.39 -0.17 -0.01
H 1.0178 -2.2169 5.0316 0.18 0.09 -0.43
H -1.1836 -0.4390 4.3446 0.28 0.17 0.30
H -0.6017 -0.9532 5.9318 0.12 0.36 -0.14
H 0.5979 1.8646 3.8852 0.07 0.13 0.02
H -0.2288 2.0721 6.1605 -1.03 -0.20 -0.59
H 1.8530 0.9238 5.7616 0.04 -0.63 -0.84
C -1.5114 -1.6811 -2.8233 -0.19 0.43 -0.02
C -1.5492 -1.4008 -1.3418 0.18 -0.26 -0.73
C -2.1855 -2.4942 -0.5254 0.14 -0.28 0.26
O -2.7187 -1.7735 0.5926 -0.05 0.23 -0.22
C -2.9578 -0.5028 0.1698 -0.06 0.19 0.13
O -3.5730 0.3058 0.7872 0.01 -0.07 -0.03
O -2.4009 -0.2808 -1.0479 -0.08 -0.15 0.43
H -2.5168 -1.7001 -3.2426 -0.02 -0.11 0.13
H -0.9716 -0.8890 -3.3441 0.04 -0.07 -0.01
H -1.0217 -2.6274 -3.0355 0.01 0.02 0.11
H -0.5451 -1.1669 -0.9759 -0.06 -0.02 0.13
H -1.4651 -3.2396 -0.1939 -0.05 0.07 0.17
H -3.0080 -2.9978 -1.0401 0.03 0.10 -0.12
C 2.7948 -2.4578 -7.3105 0.44 -0.11 0.05
C 2.0182 -3.2591 -6.2936 0.22 0.39 -0.51
C 0.8230 -2.5370 -5.7246 -0.43 -0.03 -0.14
O 0.7106 -3.1154 -4.4210 0.45 -0.11 -0.12
C 1.9518 -3.5374 -4.0599 0.12 -0.11 0.19
O 2.2479 -3.8907 -2.9651 -0.06 0.03 -0.06
O 2.8042 -3.5010 -5.1175 -0.35 -0.05 0.21
H 3.2688 -1.5929 -6.8437 -0.17 0.04 0.05
H 3.5958 -3.0618 -7.7383 -0.07 0.00 -0.05
H 2.1484 -2.1178 -8.1204 -0.05 -0.05 0.04
H 1.7330 -4.2276 -6.7146 -0.07 0.00 0.09
H -0.0843 -2.7092 -6.3005 -0.09 -0.04 0.20
H 0.9759 -1.4598 -5.6173 0.13 -0.03 -0.05
C 5.3993 4.7440 7.5754 -0.01 0.04 -0.46
C 3.9881 4.4379 8.0158 0.69 0.20 -0.04
C 3.8989 3.4736 9.1716 -0.05 0.03 0.33
O 2.6355 2.8416 8.9426 0.08 -0.03 -0.23
C 2.3934 2.9079 7.6104 -0.26 -0.03 -0.07
O 1.5218 2.3110 7.0512 1.39 1.85 2.31
O 3.2680 3.7351 6.9922 -0.25 -0.12 0.26
H 5.8753 3.8578 7.1529 -0.04 -0.07 0.16
H 5.3961 5.5022 6.7917 0.01 0.04 0.07
H 6.0005 5.1104 8.4081 -0.07 0.00 0.03
H 3.4507 5.3660 8.2307 -0.08 -0.08 0.05
H 3.9089 3.9747 10.1374 -0.19 -0.09 0.01
H 4.6801 2.7092 9.1588 0.04 0.07 -0.12
C -4.1418 2.7162 -4.8722 0.39 0.01 0.24
C -4.0004 1.5661 -5.8402 -0.21 0.64 0.36
C -5.2654 0.7707 -6.0412 -0.25 0.00 -0.24
O -4.7600 -0.5305 -6.3604 0.21 0.04 0.17
C -3.5356 -0.6357 -5.7851 0.12 -0.09 0.01
O -2.9190 -1.6488 -5.6901 -0.01 0.01 -0.13
O -3.1051 0.5676 -5.3294 -0.14 -0.32 -0.27
H -4.3291 2.3521 -3.8608 -0.13 -0.07 -0.07
H -3.2178 3.2937 -4.8314 -0.05 0.04 -0.05
H -4.9527 3.3824 -5.1686 0.01 -0.05 -0.07
H -3.6004 1.9228 -6.7940 -0.03 -0.12 -0.04
H -5.8774 1.1559 -6.8543 0.04 -0.19 -0.08
H -5.8776 0.6960 -5.1390 0.11 0.08 0.06
```
Positions in Å, forces in eV/Å.

Values from the calculation:
- Frontier orbital gap: 0.3558 hartree
- DFT total energy: -55402.824 eV
- Multiplicity: 1
- E_LUMO: 0.021 Eh

(2)
ORCA calculation (ωB97M-V/def2-TZVPD) on a molecular structure, C51H44BrClN3O8PSTi in a non-equilibrium geometry.

The geometry in XYZ format:
```
111
Properties=species:S:1:pos:R:3:forces:R:3
Ti -2.1441 0.7008 -0.0047 -1.25 0.30 1.03
O -0.6199 1.8560 0.2301 0.48 0.39 -0.11
C -0.6250 3.1010 0.7050 -0.06 -0.25 0.10
C 0.1380 4.0917 0.1007 -0.11 0.26 -0.02
C 0.1806 5.3785 0.6344 -0.02 -0.05 0.02
C -0.5451 5.6787 1.7850 0.03 0.04 -0.01
C -1.3090 4.6987 2.3923 -0.04 -0.08 0.02
C -1.3754 3.3902 1.8758 0.10 0.19 -0.03
C -2.1166 2.3733 2.5229 -0.04 -0.26 -0.03
N -2.2791 1.1157 2.0584 0.12 0.20 -0.03
C -2.8539 0.2245 3.0516 0.02 -0.08 0.05
C -2.4168 -1.1853 2.7070 0.03 0.03 -0.05
N -2.7875 -1.3314 1.3225 0.02 0.09 -0.10
C -3.5334 -2.3084 1.0030 -0.04 -0.05 -0.03
C -4.2101 -2.4511 -0.2652 0.00 0.00 0.03
C -4.8813 -3.6349 -0.5704 -0.02 0.00 -0.03
C -5.6079 -3.7682 -1.7365 0.01 -0.01 0.04
C -5.6863 -2.6694 -2.6009 -0.01 0.02 -0.03
C -5.0536 -1.4817 -2.3130 -0.01 -0.02 0.02
C -4.2746 -1.3391 -1.1389 0.14 -0.01 -0.02
O -3.6716 -0.2309 -0.8834 -0.37 -0.17 -0.39
H 0.6757 3.8464 -0.8063 -0.14 0.20 0.03
H 0.7684 6.1432 0.1405 0.00 0.00 0.00
H -0.5230 6.6804 2.2003 0.00 0.00 -0.01
H -1.8815 4.9311 3.2858 0.00 0.00 0.00
H -2.5910 2.6314 3.4703 0.02 0.00 0.02
H -3.9531 0.2730 3.0597 0.00 0.00 -0.04
H -2.5004 0.4925 4.0545 -0.01 0.02 0.00
H -2.8972 -1.9382 3.3476 0.01 0.01 0.02
H -1.3326 -1.2660 2.8069 -0.02 -0.01 0.00
H -3.7520 -3.0858 1.7499 0.02 0.00 0.01
H -4.8169 -4.4619 0.1322 0.00 0.00 0.00
H -6.1117 -4.6968 -1.9737 0.00 0.00 -0.01
H -6.2592 -2.7529 -3.5186 0.00 0.00 0.00
H -5.1150 -0.6270 -2.9752 0.00 0.00 0.00
Cl 0.8766 0.2269 2.4069 -0.07 0.20 0.10
C 2.3937 -0.3751 2.9661 0.01 0.02 0.14
C 2.9215 0.1048 4.1573 -0.05 -0.01 -0.05
C 4.1297 -0.3944 4.6168 0.04 -0.02 0.01
C 4.8009 -1.3654 3.8856 -0.01 0.03 -0.02
C 4.2643 -1.8295 2.6926 0.03 0.03 0.03
C 3.0507 -1.3444 2.2107 0.03 -0.01 -0.09
P 2.2475 -1.8466 0.6341 0.00 -0.05 -0.12
C 1.0427 -3.0717 1.2751 -0.03 -0.02 0.06
C 0.2749 -3.7432 0.3257 0.05 0.07 0.06
C -0.7265 -4.6169 0.7150 -0.05 -0.05 0.03
C -0.9785 -4.8315 2.0634 0.01 0.00 -0.05
C -0.2229 -4.1663 3.0182 0.04 0.02 0.00
C 0.7827 -3.2917 2.6264 0.00 -0.05 0.01
C 3.5580 -2.9415 -0.0457 0.03 -0.04 0.10
C 3.7126 -4.2941 0.2544 -0.05 0.01 -0.02
C 4.7540 -5.0244 -0.2998 0.02 0.03 -0.02
C 5.6592 -4.4081 -1.1560 0.01 -0.06 0.01
C 5.5134 -3.0635 -1.4632 -0.05 0.05 0.02
C 4.4619 -2.3377 -0.9178 0.07 -0.01 -0.02
H 2.3762 0.8628 4.7042 0.01 0.00 0.02
H 4.5456 -0.0219 5.5451 0.00 0.00 0.00
H 5.7468 -1.7582 4.2381 0.00 0.00 0.01
H 4.7977 -2.5824 2.1270 0.00 -0.01 -0.02
H 0.4164 -3.5399 -0.7266 0.00 -0.04 0.01
H -1.3415 -5.0867 -0.0418 0.00 0.02 -0.02
H -1.7774 -5.4976 2.3677 0.00 0.00 0.00
H -0.4246 -4.3117 4.0731 0.00 0.00 0.00
H 1.3530 -2.7689 3.3843 0.01 -0.02 0.00
H 3.0040 -4.7764 0.9183 0.02 0.01 0.00
H 4.8590 -6.0768 -0.0648 0.00 0.00 0.00
H 6.4709 -4.9803 -1.5895 0.00 0.00 0.00
H 6.2074 -2.5762 -2.1374 0.00 -0.02 0.00
H 4.3405 -1.2881 -1.1658 -0.02 -0.02 -0.01
Br -3.8565 4.5359 -6.2474 -0.01 0.00 0.04
C -4.2752 4.3819 -4.3716 -0.01 0.03 -0.09
C -5.3211 5.1745 -3.8835 0.02 -0.05 0.08
C -5.6076 5.0481 -2.5061 -0.02 0.02 -0.05
C -4.9083 4.1921 -1.6974 0.03 -0.04 0.01
C -3.8506 3.3833 -2.2201 -0.06 0.05 -0.01
C -3.5423 3.5162 -3.6124 0.02 -0.02 0.02
C -3.1545 2.4765 -1.4005 0.06 -0.09 0.17
O -2.1911 1.7031 -1.8183 0.10 0.00 -0.38
O -3.4298 2.2849 -0.1359 0.28 -0.13 0.04
H -5.8689 5.8438 -4.5297 0.00 0.00 0.00
H -6.4054 5.6482 -2.0793 0.00 0.00 -0.01
H -5.1397 4.1090 -0.6435 0.00 0.00 -0.01
H -2.7375 2.9346 -4.0388 0.00 0.00 0.01
C 5.7491 1.4901 1.6479 0.00 -0.05 0.01
C 4.7661 1.5718 0.5111 -0.02 0.02 -0.01
C 3.4225 1.8567 0.7426 0.08 0.02 -0.05
C 2.5167 1.9478 -0.3034 -0.08 -0.03 0.03
C 2.9679 1.7615 -1.6028 0.12 0.02 -0.01
C 4.2974 1.4652 -1.8585 0.00 0.01 0.04
C 5.1889 1.3685 -0.7992 0.01 0.01 -0.04
S 1.8330 1.9659 -2.9535 0.24 -0.32 0.35
O 1.3833 3.3251 -2.8732 -0.07 0.11 -0.12
O 2.5124 1.4881 -4.1326 -0.07 0.03 -0.07
N 0.6340 0.9644 -2.6064 -0.08 0.13 -0.35
C 0.3999 -0.2462 -3.3986 0.08 0.16 0.11
C -1.0042 -0.7727 -3.1561 -0.04 -0.21 -0.08
C -1.1471 -1.4137 -1.7867 -0.05 0.18 0.05
O -1.4141 -2.6012 -1.6884 0.01 -0.07 -0.05
O -0.9283 -0.6226 -0.7715 0.18 -0.35 -0.23
H 5.2608 1.6808 2.6035 -0.01 -0.02 0.00
H 6.5526 2.2197 1.5227 0.00 0.01 0.00
H 6.2070 0.4993 1.6988 -0.01 0.00 0.01
H 3.0768 2.0094 1.7586 0.00 0.03 -0.04
H 1.4657 2.1573 -0.1093 0.37 -0.31 -0.01
H 4.6167 1.3160 -2.8812 0.01 0.00 -0.02
H 6.2311 1.1374 -0.9960 0.01 0.00 0.01
H -0.1475 1.3645 -2.0842 -0.02 0.02 -0.01
H 1.1346 -1.0192 -3.1447 0.04 0.08 0.04
H 0.5291 -0.0040 -4.4522 -0.03 -0.07 -0.07
H -1.2211 -1.5455 -3.8943 -0.01 0.04 -0.02
H -1.7235 0.0425 -3.2553 -0.04 -0.02 0.06
```
Positions in Å, forces in eV/Å.

Values from the calculation:
- Frontier orbital gap (spin up / spin down): 0.1165 / 0.2433 hartree
- DFT total energy: -200262.235 eV
- Charge: -2
- Multiplicity: 3
- ⟨S²⟩: 2.05
- E_LUMO (spin up / spin down): 0.134 / 0.134 Eh

(3)
ORCA calculation (ωB97M-V/def2-TZVPD) on 2 unconnected molecules or ions with the total composition C4H8O2.

The geometry in XYZ format:
```
14
Properties=species:S:1:pos:R:3:forces:R:3
C -1.0770 1.1997 -0.6794 0.27 -0.06 -0.12
C -2.0999 0.5847 0.1686 -0.05 -0.28 0.14
O -2.2190 1.9291 -0.2572 -0.16 0.20 -0.01
H -0.1246 1.5086 -0.2512 -0.23 -0.02 -0.06
H -1.0504 0.9533 -1.7414 -0.04 0.04 0.16
H -1.9092 0.4467 1.2341 -0.02 0.06 -0.18
H -2.8178 -0.1108 -0.2668 0.11 0.13 0.04
C 1.1535 -1.3318 0.4342 -0.08 0.08 0.06
C 2.1697 -0.4753 -0.2686 0.01 0.27 -0.01
O 2.1217 0.7303 -0.3412 0.04 -0.54 0.06
H 1.6427 -1.9064 1.2294 -0.02 0.07 -0.12
H 0.7276 -2.0564 -0.2702 0.09 0.10 0.07
H 0.3595 -0.7125 0.8563 0.12 -0.12 -0.05
H 3.0097 -1.0256 -0.7413 -0.05 0.05 0.02
```
Positions in Å, forces in eV/Å.

Values from the calculation:
- Frontier orbital gap: 0.4030 hartree
- Structure (SMILES): C1CO1.CC=O
- DFT total energy: -8370.650 eV
- Multiplicity: 1
- E_LUMO: 0.033 Eh

(4)
ORCA calculation (ωB97M-V/def2-TZVPD) on a molecular structure, C5H5NOS in a non-equilibrium geometry.

The geometry in XYZ format:
```
13
Properties=species:S:1:pos:R:3:forces:R:3
C 1.7630 -1.2808 0.0263 -1.50 2.18 -0.59
C 0.5376 -0.6744 0.1504 1.60 -0.27 0.63
C 0.5685 0.7479 0.2189 -0.59 -0.81 0.53
C -0.7438 1.4420 0.1587 0.26 -3.15 -2.46
C -1.6537 -0.5622 -0.1181 -0.12 4.25 -0.46
N 1.7755 1.2121 0.1415 -0.08 1.33 -0.24
O -0.6295 -1.2897 0.3599 -0.24 -1.13 -0.37
S 2.8535 0.0509 -0.1181 1.05 -1.27 0.23
H 1.7719 -2.2778 -0.3065 0.92 -1.14 -0.01
H -1.2219 1.7793 1.0504 -0.09 0.86 0.14
H -0.6529 1.9473 -0.8656 -1.31 -0.09 1.84
H -2.5182 -0.6929 0.5068 -0.40 0.10 -0.02
H -1.8502 -0.4017 -1.2045 0.49 -0.87 0.79
```
Positions in Å, forces in eV/Å.

Values from the calculation:
- Frontier orbital gap: 0.3405 hartree
- DFT total energy: -19635.202 eV
- Multiplicity: 1
- E_LUMO: 0.030 Eh

(5)
ORCA calculation (ωB97M-V/def2-TZVPD) on a molecular structure, C5H7Cl2F in a non-equilibrium geometry.

The geometry in XYZ format:
```
15
Properties=species:S:1:pos:R:3:forces:R:3
C -0.8168 -2.1912 -2.2334 -4.56 -1.40 -3.85
C -0.0721 -1.3825 -1.3492 -3.90 5.28 3.84
C -0.4907 -0.3003 -0.5554 2.98 -1.89 -1.26
C 0.1747 0.6246 0.4905 -1.75 -2.01 -2.14
C 1.6244 0.6178 0.4153 3.01 -2.33 2.18
H 0.1318 -2.2938 -3.1684 -3.79 -0.63 2.43
H -1.8058 -1.4008 -2.7117 2.98 -3.02 1.37
H -1.4315 -3.3351 -1.6485 2.32 3.58 -2.23
H -1.4759 -0.2829 -0.3417 -3.44 -0.01 -0.19
H 1.8820 -0.4041 1.0768 -0.08 2.75 -1.79
H 1.8481 1.5587 1.1394 0.97 -2.16 -2.37
H 2.0507 0.3093 -0.7048 -0.90 1.95 3.11
F 1.1252 -1.6471 -1.5681 6.57 -0.46 0.40
Cl -0.3759 2.3354 0.3410 -0.50 -0.58 0.07
Cl -0.4385 -0.1905 2.0041 0.09 0.94 0.43
```
Positions in Å, forces in eV/Å.

Values from the calculation:
- Frontier orbital gap: 0.3535 hartree
- DFT total energy: -33055.172 eV
- Multiplicity: 1
- E_LUMO: 0.021 Eh

(6)
ORCA calculation (ωB97M-V/def2-TZVPD) on a single C2H4NP molecule in a non-equilibrium geometry.

The geometry in XYZ format:
```
8
Properties=species:S:1:pos:R:3:forces:R:3
C 1.3815 0.8029 0.7057 -2.60 -1.81 -0.57
C 0.6196 -0.5685 0.1617 1.01 1.83 2.48
N 0.4253 1.0482 1.4464 1.70 -1.77 -1.61
P -0.8976 -0.5923 -0.8225 0.84 0.18 -0.28
H 2.2859 1.1842 0.2768 0.42 0.45 0.25
H 0.7298 -1.4486 0.8442 -0.01 1.00 -0.46
H -0.7431 0.7354 -1.2872 -0.22 -0.07 -0.10
H -1.6009 -0.2447 0.3046 -1.14 0.19 0.29
```
Positions in Å, forces in eV/Å.

Values from the calculation:
- Frontier orbital gap: 0.3236 hartree
- DFT total energy: -12913.294 eV
- Multiplicity: 1
- E_LUMO: -0.001 Eh

(7)
ORCA calculation (ωB97M-V/def2-TZVPD) on a single C7H9N3O molecule in a non-equilibrium geometry.

The geometry in XYZ format:
```
20
Properties=species:S:1:pos:R:3:forces:R:3
C 1.0411 -2.2168 -0.2311 3.30 1.07 0.20
C -0.3159 -0.0350 0.4709 -3.86 1.33 -0.68
C 0.8382 0.2841 -0.1186 2.82 -0.66 -0.90
C 1.8295 -0.8591 -0.1053 -1.52 -1.68 -1.31
C -1.3661 1.1458 0.7356 2.30 -3.27 -0.09
C -0.8600 -1.3728 0.5977 2.10 0.81 0.45
C 1.4145 1.5690 -0.7054 2.59 0.21 2.69
N -0.1077 -2.4649 0.1921 -2.73 0.30 0.34
N -2.5421 1.2189 -0.0294 -1.96 -0.05 -0.39
N -3.1318 0.1902 -0.3117 -0.40 -0.73 0.22
O -4.2035 -0.0303 -0.8053 0.19 0.06 -0.24
H 1.6807 -3.0513 -0.4788 0.03 -0.33 -0.38
H 2.3682 -0.9861 0.8291 0.29 0.34 0.35
H 2.5609 -0.8403 -0.9270 -0.17 0.21 0.32
H -1.4583 1.0579 1.8000 -0.91 0.60 0.68
H -0.9441 2.0194 0.4208 1.89 2.43 0.14
H -1.7528 -1.5450 1.1621 -0.34 -0.17 0.02
H 0.9438 2.1281 -1.4237 -2.29 0.93 -1.67
H 2.4400 1.4756 -1.2250 -1.35 -0.54 1.29
H 1.5654 2.3125 0.1530 0.04 -0.86 -1.03
```
Positions in Å, forces in eV/Å.

Values from the calculation:
- Frontier orbital gap (spin up / spin down): 0.3120 / 0.2445 hartree
- DFT total energy: -13916.527 eV
- Multiplicity: 1
- E_LUMO (spin up / spin down): -0.024 / -0.033 Eh